# 1
Here is C8H10BaBrN as an isolated structure at a distorted geometry from OMol25. Energies are from ωB97M-V/def2-TZVPD.

```
21
Properties=species:S:1:pos:R:3:forces:R:3:lowdin_charge:R:1
C -1.096 -0.607 -1.129 0.177 0.739 -0.586 -0.216
C 0.012 -0.388 -2.016 -0.761 0.591 0.107 -0.270
C -0.017 0.987 -2.441 -0.829 -0.275 0.129 -0.374
C -1.159 1.619 -1.804 0.058 -0.356 -0.296 -0.386
C -1.813 0.629 -0.987 0.831 -0.117 -0.764 -0.260
Ba 0.769 1.521 0.123 0.642 -2.095 0.453 1.442
C 1.821 -0.844 0.810 0.779 0.709 -0.368 -0.378
C 0.669 -0.901 1.694 -1.287 -2.014 2.379 -0.800
C 0.290 -2.124 2.245 0.136 -0.219 -0.730 -0.144
N -0.050 0.189 2.086 0.057 2.778 -0.344 -0.281
H 0.814 1.522 -2.951 -0.795 -0.432 0.142 0.066
H 0.792 -1.123 -2.261 -0.498 0.425 0.159 0.073
H -1.320 2.718 -1.728 -0.027 -1.002 -0.292 0.038
H -2.654 0.809 -0.299 0.504 -0.110 -0.477 0.078
H -1.324 -1.547 -0.610 0.236 0.575 -0.190 0.076
H 2.068 -1.640 0.086 -0.062 0.296 0.900 -0.012
H -0.913 0.228 2.684 1.615 -1.417 -0.790 0.010
H 2.597 -0.085 1.053 -0.071 -0.657 -0.152 -0.060
H 0.912 -2.977 2.032 -0.036 -0.448 0.238 -0.037
H -0.558 -2.155 2.919 -0.154 -0.293 -0.017 -0.033
Br 0.162 4.168 0.495 -0.514 3.320 0.500 -0.531
```
Forces are in eV/Å.

As for the total energy: -2965.01762 Eh. Its gap between HOMO and LUMO is 3.05 eV. As for the charge: -2. As for the spin multiplicity: 1.

---

# 2
Here is C8H10Br12O2 as an isolated structure at a distorted geometry from OMol25. Energies are from ωB97M-V/def2-TZVPD.

```
32
Properties=species:S:1:pos:R:3:forces:R:3:lowdin_charge:R:1
O 0.776 0.317 -4.170 -0.632 2.688 2.415 0.079
C 0.821 1.068 -3.168 1.334 -4.136 -4.880 -0.571
O 1.685 0.672 -2.218 2.558 1.686 -2.247 -0.171
C 1.627 1.584 -1.152 1.487 0.057 -0.267 -0.350
C 0.291 2.251 -1.282 -0.036 2.745 0.645 -0.435
C 0.033 2.251 -2.806 -0.235 0.995 2.340 -0.046
H 2.458 2.272 -1.308 0.034 0.256 0.350 0.150
H 1.761 1.033 -0.221 0.665 0.095 -0.936 -0.001
H 0.382 3.200 -0.753 -0.196 0.691 -0.781 0.096
H -0.472 1.703 -0.729 0.290 1.859 -0.892 -0.115
H 0.479 3.185 -3.146 -0.238 -0.167 -0.673 0.145
H -1.044 2.165 -2.950 0.292 0.042 -0.774 0.142
C -0.325 0.141 0.757 0.401 -0.491 -0.406 -1.206
Br 0.617 1.712 1.399 4.738 -1.854 3.525 0.746
Br 0.109 -1.450 1.817 -9.578 12.566 4.936 0.766
Br -0.182 -0.192 -1.175 -1.446 -3.202 4.139 1.031
H -1.399 0.263 0.891 1.336 -0.511 -0.276 -0.216
C -0.888 -2.643 -0.257 -3.163 -2.142 -1.782 -1.549
Br 0.770 -3.616 -0.305 -7.007 -1.275 -4.481 0.592
Br -2.117 -3.587 0.970 -0.486 -0.635 -0.600 0.546
Br -1.709 -2.177 -2.027 -1.459 -3.254 -0.123 0.547
H -0.745 -1.757 0.362 -1.331 -1.205 -2.821 -0.281
C -2.414 1.168 2.604 -1.759 -0.574 -0.496 -1.285
Br -4.076 1.893 3.476 1.648 -0.254 -0.546 0.554
Br -1.802 2.211 1.049 -8.124 3.538 0.928 0.681
Br -2.886 -0.701 2.027 -1.364 1.051 0.688 0.621
H -1.593 0.963 3.291 -0.158 0.715 0.103 -0.007
C 1.832 -2.754 1.732 8.226 -4.056 3.177 -1.663
Br 2.558 -1.168 2.725 3.122 -0.933 0.343 0.543
Br 1.600 -4.269 3.011 0.264 0.485 -0.451 0.576
Br 3.014 -3.250 0.197 6.364 0.837 2.562 0.534
H 0.841 -2.488 1.362 4.453 -5.618 -2.716 -0.453
```
Forces are in eV/Å.

As for the total energy: -31348.63657 Eh. Its gap between HOMO and LUMO is 7.44 eV. As for the spin multiplicity: 1.

---

# 3
Here is C8H10BrNO3S as an isolated structure at a distorted geometry from OMol25. Energies are from ωB97M-V/def2-TZVPD.

```
24
Properties=species:S:1:pos:R:3:forces:R:3:lowdin_charge:R:1
C -3.205 0.226 0.479 0.636 -2.910 0.322 -0.082
C -2.417 1.382 0.273 1.136 2.104 0.738 -0.029
C -2.640 -1.017 0.537 2.166 3.339 -1.044 0.058
C -1.048 1.274 0.058 -2.920 1.225 -0.981 -0.020
C -1.122 -1.134 0.582 -2.679 1.163 2.301 -0.368
C 2.705 1.449 -0.003 0.819 -1.260 -1.888 -0.097
C 1.981 0.420 -1.078 -0.385 1.576 2.454 -0.123
C 0.728 -0.263 -0.472 -0.321 0.836 1.289 -0.283
N -0.556 0.016 -0.138 3.761 -1.277 0.010 -0.034
O -0.532 -2.327 0.168 0.222 0.624 -0.527 -0.120
O 0.451 -2.122 -2.100 -0.270 0.114 0.385 -0.221
O 1.919 -2.555 -0.221 1.318 -0.999 0.756 -0.239
S 0.765 -1.949 -0.709 -0.522 -1.875 -1.792 0.578
Br 1.496 -0.683 2.406 -0.274 0.192 -0.565 0.024
H -4.268 0.241 0.611 -0.378 0.476 -0.262 0.107
H -3.015 2.344 0.380 1.567 -1.018 -0.401 0.137
H -3.198 -1.849 0.443 -1.800 -2.852 0.277 0.082
H -0.379 2.019 -0.362 -0.361 0.357 0.553 0.134
H -0.904 -0.978 1.711 0.624 -0.063 -1.442 0.102
H 3.194 0.755 0.677 -0.763 0.344 0.807 0.008
H 2.084 2.250 0.417 0.108 -0.666 0.054 0.066
H 3.621 1.889 -0.470 -1.060 0.007 -0.315 0.075
H 1.575 0.979 -1.922 0.587 -0.210 -0.417 0.114
H 2.763 -0.368 -1.265 -1.213 0.773 -0.315 0.130
```
Forces are in eV/Å.

As for the total energy: -3563.36939 Eh. Its gap between HOMO and LUMO (alpha / beta) is 6.46 / 6.46 eV. As for the spin multiplicity: 1.

---

# 4
Here is C8H10BrOP in the gas phase at a distorted geometry from OMol25. Energies are from ωB97M-V/def2-TZVPD.

```
21
Properties=species:S:1:pos:R:3:forces:R:3:lowdin_charge:R:1
C -3.327 0.638 -0.699 2.281 -0.984 0.265 -0.028
C -2.788 -0.640 -0.375 0.192 -1.429 0.343 -0.076
C -2.389 1.752 -0.762 -0.476 2.308 -0.490 -0.049
C -1.464 -0.801 -0.061 -3.811 -5.353 0.905 -0.157
C -1.094 1.602 -0.420 -3.550 -0.349 -0.995 -0.106
C -0.681 0.317 -0.090 6.001 2.541 1.023 -0.400
C 3.411 -0.820 0.323 4.573 -1.769 3.309 -0.230
C 2.085 -1.062 -0.101 -2.993 1.724 0.276 -0.410
O 1.766 1.887 0.737 -3.220 -6.924 -0.855 -0.503
P 1.007 0.296 0.608 2.201 6.313 -0.528 0.553
Br 0.486 -0.443 2.602 0.200 -0.308 0.607 0.452
H -4.326 0.791 -0.822 -2.513 0.285 -0.311 0.068
H -3.525 -1.452 -0.353 0.634 0.041 0.169 0.112
H -2.872 2.710 -1.100 1.088 -0.817 0.410 0.127
H -1.075 -1.805 0.417 -0.842 2.109 -1.341 0.134
H -0.460 2.391 -0.481 2.033 2.035 0.083 0.071
H 4.001 -1.749 -0.008 -0.282 1.480 0.525 0.113
H 3.875 0.074 -0.038 0.089 0.449 -0.534 0.069
H 3.533 -0.752 1.462 -0.178 -0.242 -1.420 0.099
H 1.657 -1.948 0.318 -0.222 -0.830 -0.312 0.068
H 2.181 -0.984 -1.158 -1.207 -0.279 -1.131 0.093
```
Forces are in eV/Å.

As for the total energy: -3301.26618 Eh. Its gap between HOMO and LUMO (alpha / beta) is 6.32 / 6.07 eV. As for the spin multiplicity: 3.

---

# 5
Here is C8H10Cl2FN2O3PS2 in the gas phase at a distorted geometry from OMol25. Energies are from ωB97M-V/def2-TZVPD.

```
29
Properties=species:S:1:pos:R:3:forces:R:3:lowdin_charge:R:1
N 0.427 -0.569 2.859 0.409 4.061 -5.765 0.171
C 0.507 0.163 1.890 0.187 -1.482 3.674 -0.083
C 0.753 1.332 0.786 0.837 -0.217 -0.199 -0.405
F 1.731 2.266 1.350 -1.881 -1.934 -0.993 -0.071
C 1.419 0.758 -0.556 0.626 -0.312 -0.282 -0.137
C 0.722 -0.570 -1.152 0.354 0.327 -0.895 -0.182
C 1.522 -1.922 -0.781 -0.365 0.018 -0.084 -0.198
C 0.745 -2.927 0.209 2.329 -1.001 0.465 -0.281
S -1.016 -3.268 -0.264 -3.736 4.588 -1.656 0.443
O -1.232 -3.104 -1.758 1.454 -1.362 4.163 -0.382
O -1.943 -2.348 0.527 3.234 -3.256 -1.719 -0.416
Cl -1.408 -5.242 0.323 0.485 0.967 -0.319 0.329
C -0.596 2.194 0.567 -2.850 -1.991 1.675 -0.795
S -0.864 3.145 2.187 -0.650 -0.769 0.227 0.747
C -1.923 1.295 0.394 -2.175 -2.327 -2.403 -0.249
N -2.869 0.623 0.022 5.225 3.939 2.320 0.165
P -0.428 3.556 -0.780 0.986 2.055 -0.267 0.631
O -1.461 4.855 -0.320 -0.454 -3.696 -1.172 -0.380
Cl -1.132 2.761 -2.636 -0.178 0.212 1.647 0.179
H 1.456 1.534 -1.422 -0.333 -0.908 1.905 0.105
H 2.537 0.558 -0.302 -1.963 0.291 -0.317 0.135
H -0.393 -0.575 -0.889 1.598 -0.245 -0.290 0.091
H 0.775 -0.469 -2.309 -0.218 -0.126 2.044 0.130
H 1.810 -2.522 -1.726 -0.634 1.161 1.480 0.124
H 2.510 -1.595 -0.273 -1.639 -0.861 -0.611 0.121
H 1.299 -3.948 0.143 -1.145 1.614 0.048 0.108
H 0.868 -2.593 1.310 -1.009 -0.489 -1.822 0.096
H -1.433 2.145 3.004 0.679 0.741 -1.254 -0.064
H -2.381 4.470 -0.402 0.827 1.004 0.400 0.068
```
Forces are in eV/Å.

As for the total energy: -2803.90410 Eh. Its gap between HOMO and LUMO is 9.42 eV. Its SMILES is N#C[C@@](F)(CCCCS(=O)(=O)Cl)[C@](S)(C#N)P(O)Cl. As for the spin multiplicity: 1.

---

# 6
Here is a 2-piece molecular cluster, C8H10Cl2N6O4PS2 overall at a distorted geometry from OMol25. Energies are from ωB97M-V/def2-TZVPD.

```
33
Properties=species:S:1:pos:R:3:forces:R:3:lowdin_charge:R:1
N 1.482 3.236 4.395 -1.832 1.910 -5.078 0.229
C 1.020 3.573 3.336 -0.791 -1.801 3.186 -0.162
O 0.139 3.697 2.184 2.450 -0.973 3.019 0.005
N 0.924 3.351 1.129 2.205 5.572 -1.617 -0.188
C 1.793 4.363 0.518 -0.286 -6.308 -2.259 -0.459
Cl 1.962 6.092 0.972 -0.378 -3.640 -0.864 0.772
N 2.430 3.571 -0.508 -1.337 -0.067 1.681 0.144
C 1.974 2.169 -0.480 -1.664 4.136 3.233 -0.177
N 2.345 1.138 -1.230 -0.233 0.507 0.375 -0.100
C 1.927 -0.275 -1.182 0.063 -1.742 -0.509 -0.067
C 0.845 -0.604 -2.348 1.895 -1.125 -4.682 -0.643
O 1.283 -0.856 -3.505 -1.839 1.292 5.400 -0.001
Cl -0.946 -0.688 -2.107 1.835 0.376 0.359 0.679
N 3.301 1.443 -2.233 -1.474 1.743 -3.954 0.065
C 2.713 2.023 -3.256 -1.838 1.027 0.801 -0.537
S 1.727 2.884 -4.286 3.456 -2.783 2.891 0.782
N 0.991 2.102 0.569 0.547 0.228 -1.731 -0.060
P -0.039 0.891 1.306 1.487 -4.613 5.413 0.818
O 0.806 0.147 2.383 -1.830 2.149 -3.121 -0.439
H 1.646 -0.695 -0.162 0.181 1.096 -1.084 0.121
H 2.858 -0.886 -1.507 -1.561 1.170 0.427 0.170
H -1.170 1.442 2.033 0.717 0.562 -1.360 0.072
H -0.561 -0.119 0.442 0.111 1.228 -0.637 -0.010
C -1.757 -4.026 0.961 -0.005 0.060 0.085 -0.259
S -2.589 -3.095 -0.344 -0.146 -0.323 0.161 0.763
O -2.842 -1.715 0.181 0.174 -0.063 0.062 -0.611
C -4.146 -4.004 -0.257 -0.102 0.086 0.033 -0.255
H -0.763 -3.601 1.109 -0.082 0.013 -0.068 0.046
H -2.325 -3.952 1.891 -0.021 0.053 -0.085 0.064
H -1.663 -5.070 0.660 -0.014 0.069 -0.054 0.059
H -4.563 -3.933 0.749 0.098 0.058 -0.028 0.063
H -3.972 -5.049 -0.519 0.072 0.082 -0.021 0.060
H -4.843 -3.564 -0.971 0.137 0.020 0.026 0.056
```
Forces are in eV/Å.

As for the total energy: -2997.80577 Eh. Its gap between HOMO and LUMO is 6.81 eV. As for the charge: +1. As for the spin multiplicity: 1.

---

# 7
Here is C8H10Cl4OS as an isolated structure at a distorted geometry from OMol25. Energies are from ωB97M-V/def2-TZVPD.

```
24
Properties=species:S:1:pos:R:3:forces:R:3:lowdin_charge:R:1
O -0.120 -0.126 -1.922 -1.148 0.530 1.749 -0.562
S -0.888 -0.134 -0.604 1.575 -2.035 -1.018 0.941
C -0.226 1.238 0.447 4.913 -0.332 -9.627 -0.413
C -0.900 1.385 1.594 1.980 -2.242 5.832 -0.501
C -1.453 2.778 1.909 2.344 -0.498 4.835 -1.150
C -2.250 1.701 1.502 -5.330 0.903 -4.016 -0.244
H -2.783 1.257 2.212 -2.588 -1.381 2.956 0.076
H -2.896 1.829 0.584 1.271 -0.434 0.612 0.167
Cl -1.338 2.924 3.763 -0.388 0.515 -0.894 0.555
Cl -1.022 4.169 1.123 0.157 1.292 -1.001 0.765
H -0.537 0.487 2.507 -1.211 3.351 -2.546 0.237
H 0.863 0.870 0.414 -1.238 1.415 0.493 0.114
H -0.364 2.161 -0.507 0.568 -2.497 3.223 0.188
C 0.080 -1.641 0.354 -1.468 0.481 -1.360 -0.234
C 1.302 -1.858 -0.410 5.646 3.607 -0.045 -0.453
C 1.693 -2.733 -1.574 -5.233 0.253 -2.695 -1.159
C 2.151 -3.050 -0.326 -0.459 -7.471 6.511 -0.252
H 3.256 -3.203 -0.152 -1.431 0.754 0.127 0.129
H 1.441 -3.984 0.373 2.502 2.412 -2.504 0.213
Cl 2.784 -2.285 -2.752 0.732 0.537 -1.327 0.756
Cl 0.062 -3.558 -2.272 2.069 0.516 0.655 0.492
H 2.233 -1.098 -0.284 -2.989 -0.360 -0.577 0.185
H -0.521 -2.564 0.283 -0.157 0.615 0.244 0.076
H 0.310 -1.359 1.369 -0.117 0.070 0.375 0.075
```
Forces are in eV/Å.

As for the total energy: -2624.72693 Eh. Its gap between HOMO and LUMO is 9.27 eV. As for the spin multiplicity: 1.

---

# 8
Here is C8H10ClF in the gas phase from OMol25. Energies are from ωB97M-V/def2-TZVPD.

```
20
Properties=species:S:1:pos:R:3:forces:R:3:lowdin_charge:R:1
C 0.350 -2.119 0.760 -0.440 -0.036 0.111 -0.082
C 1.594 -1.630 0.205 0.280 0.341 -0.132 -0.071
C -0.713 -1.325 0.844 0.042 0.006 0.073 -0.063
C 1.665 -0.439 -0.387 -0.131 -0.031 -0.079 -0.015
C -0.679 0.117 0.426 0.132 -0.123 -0.234 -0.308
C 0.462 0.448 -0.561 0.171 0.213 0.449 -0.473
C 0.866 1.918 -0.487 -0.148 -0.328 -0.099 -0.009
C -2.026 0.529 -0.171 0.241 0.099 -0.151 -0.545
F -0.012 0.225 -1.872 -0.110 -0.046 -0.205 0.002
Cl -3.296 0.523 1.078 -0.184 0.022 0.139 0.580
H 0.311 -3.144 1.096 -0.093 -0.104 0.063 0.102
H 2.466 -2.262 0.274 0.137 -0.020 -0.051 0.104
H -1.647 -1.668 1.261 -0.078 -0.152 0.064 0.091
H 2.575 -0.085 -0.846 0.180 0.011 -0.016 0.113
H -0.505 0.717 1.330 -0.021 0.001 -0.077 0.152
H -0.002 2.566 -0.581 -0.085 0.085 0.013 0.080
H 1.554 2.144 -1.299 0.070 0.010 -0.036 0.089
H 1.359 2.115 0.461 0.036 0.052 0.085 0.094
H -2.331 -0.168 -0.950 0.029 0.128 0.079 0.088
H -1.992 1.538 -0.579 -0.028 -0.126 0.006 0.072
```
Forces are in eV/Å.

As for the total energy: -870.87391 Eh. Its gap between HOMO and LUMO is 9.57 eV. Its SMILES is C[C@@]1(F)C=CC=C[C@@H]1CCl. As for the spin multiplicity: 1.

---

no.,M (g/mol)
1,337.41
2,1097.01
3,280.14
4,233.05
5,367.19
6,420.22
7,296.05
8,160.62